Record 1
{
  "formula": "C57H44BrClIN5NdOPS3Se2",
  "method": "ωB97M-V/def2-TZVPD",
  "homo_ev": [-6.9, -6.9],
  "lumo_ev": [-0.37, -0.37],
  "homo_lumo_gap_ha": [0.2399, 0.2399],
  "multiplicity": 4,
  "e_above_lowest_kj_mol": 9.4,
  "elements": ["Nd", "Se", "P", "Se", "C", "C", "C", "C", "C", "C", "C", "C", "C", "C", "C", "C", "H", "H", "H", "H", "H", "H", "H", "H", "H", "H", "N", "S", "N", "S", "N", "S", "N", "C", "C", "C", "C", "C", "C", "C", "C", "C", "C", "C", "C", "C", "C", "C", "C", "C", "C", "C", "C", "C", "C", "C", "C", "C", "C", "C", "C", "C", "C", "C", "C", "C", "C", "C", "C", "H", "H", "H", "H", "H", "H", "H", "H", "H", "H", "H", "H", "H", "H", "H", "H", "H", "H", "H", "H", "H", "H", "H", "H", "H", "H", "H", "H", "H", "H", "Cl", "C", "C", "C", "I", "C", "O", "C", "N", "C", "C", "C", "C", "H", "H", "H", "H", "Br"],
  "positions_angstrom": [[15.18, 15.94, 15.99], [12.99, 13.94, 14.73], [12.38, 13.30, 16.69], [13.90, 13.87, 18.04], [10.78, 14.10, 17.10], [9.63, 13.73, 16.39], [8.45, 14.46, 16.55], [8.44, 15.53, 17.42], [9.57, 15.89, 18.14], [10.74, 15.16, 17.97], [12.03, 11.53, 16.80], [11.48, 10.99, 17.96], [11.40, 9.61, 18.13], [11.86, 8.78, 17.13], [12.42, 9.27, 15.98], [12.52, 10.66, 15.82], [9.73, 12.87, 15.74], [7.56, 14.15, 16.00], [7.51, 16.10, 17.54], [9.48, 16.77, 18.77], [11.66, 15.38, 18.51], [11.14, 11.62, 18.77], [10.94, 9.22, 19.00], [11.79, 7.71, 17.26], [12.82, 8.69, 15.20], [13.01, 11.04, 14.94], [16.87, 17.18, 14.64], [17.42, 17.47, 13.34], [16.94, 18.84, 12.52], [15.74, 18.98, 11.57], [14.38, 18.31, 11.75], [13.59, 18.14, 13.25], [14.08, 17.18, 14.24], [11.94, 17.87, 12.64], [11.50, 18.19, 11.37], [10.22, 17.81, 11.01], [9.40, 17.12, 11.89], [9.87, 16.82, 13.15], [11.15, 17.19, 13.54], [13.51, 19.82, 13.87], [12.75, 20.75, 13.21], [12.79, 22.07, 13.62], [13.50, 22.41, 14.81], [14.19, 21.42, 15.49], [14.24, 20.13, 14.99], [15.60, 20.75, 11.39], [16.23, 21.63, 12.25], [16.04, 22.99, 12.08], [15.23, 23.46, 11.04], [14.64, 22.56, 10.18], [14.86, 21.19, 10.33], [16.20, 18.40, 9.95], [15.41, 17.44, 9.30], [15.87, 16.86, 8.15], [17.15, 17.17, 7.67], [17.91, 18.16, 8.31], [17.43, 18.74, 9.45], [19.19, 17.73, 13.28], [19.94, 16.86, 14.05], [21.32, 16.98, 14.02], [21.93, 17.94, 13.24], [21.19, 18.81, 12.49], [19.80, 18.70, 12.52], [17.28, 16.13, 12.13], [18.33, 15.82, 11.28], [18.19, 14.77, 10.40], [17.02, 14.00, 10.43], [16.00, 14.29, 11.33], [16.13, 15.36, 12.22], [12.16, 18.70, 10.68], [9.91, 18.04, 10.00], [8.40, 16.83, 11.59], [9.27, 16.23, 13.83], [11.54, 16.84, 14.50], [12.17, 20.44, 12.35], [12.22, 22.81, 13.07], [13.50, 23.43, 15.20], [14.69, 21.65, 16.42], [14.85, 19.38, 15.52], [16.85, 21.28, 13.08], [16.51, 23.71, 12.75], [15.07, 24.51, 10.91], [14.05, 22.91, 9.36], [14.36, 20.48, 9.66], [14.49, 17.17, 9.78], [15.32, 16.06, 7.66], [17.52, 16.68, 6.77], [18.90, 18.42, 7.93], [18.06, 19.45, 10.00], [19.48, 16.14, 14.73], [21.95, 16.34, 14.65], [23.02, 17.98, 13.25], [21.64, 19.59, 11.89], [19.20, 19.44, 11.98], [19.22, 16.38, 11.26], [19.05, 14.53, 9.78], [16.87, 13.12, 9.77], [15.09, 13.72, 11.42], [15.33, 15.56, 12.93], [21.07, 11.82, 17.72], [19.69, 12.58, 16.95], [19.08, 11.89, 15.96], [17.92, 12.40, 15.38], [16.99, 11.06, 14.04], [17.36, 13.64, 15.69], [16.30, 14.14, 15.13], [18.02, 14.32, 16.81], [17.42, 15.48, 17.20], [17.90, 16.08, 18.24], [19.04, 15.65, 18.93], [19.68, 14.52, 18.54], [19.14, 13.80, 17.43], [19.46, 10.93, 15.66], [17.44, 16.99, 18.55], [19.40, 16.22, 19.78], [20.53, 14.14, 19.09], [14.53, 18.18, 17.78]]
}

Record 2
{
  "formula": "C57H45F6GaNP3SSbSi",
  "method": "ωB97M-V/def2-TZVPD",
  "homo_ev": [-12.4, -12.8],
  "lumo_ev": [-5.23, -7.53],
  "homo_lumo_gap_ha": [0.2620, 0.1951],
  "multiplicity": 2,
  "charge": 2,
  "elements": ["Ga", "C", "C", "C", "C", "C", "C", "P", "C", "C", "C", "C", "C", "C", "C", "C", "C", "C", "C", "C", "Si", "C", "C", "C", "C", "C", "C", "P", "C", "C", "C", "C", "C", "C", "C", "C", "C", "C", "C", "C", "C", "C", "C", "C", "C", "C", "P", "C", "C", "C", "C", "C", "C", "C", "C", "C", "C", "C", "C", "H", "H", "H", "H", "H", "H", "H", "H", "H", "H", "H", "H", "H", "H", "H", "H", "H", "H", "H", "H", "H", "H", "H", "H", "H", "H", "H", "H", "H", "H", "H", "H", "H", "H", "H", "H", "H", "H", "H", "H", "H", "H", "F", "Sb", "F", "F", "F", "F", "F", "S", "C", "C", "N", "C", "H", "H", "H"],
  "positions_angstrom": [[0.73, -1.27, 0.41], [6.36, -2.67, -2.17], [5.62, -2.08, -3.17], [4.39, -1.49, -2.96], [3.95, -1.40, -1.64], [4.66, -2.01, -0.60], [5.82, -2.69, -0.89], [2.47, -0.52, -1.17], [1.77, 0.26, -2.67], [2.29, 1.48, -3.09], [1.83, 2.03, -4.31], [0.83, 1.40, -5.02], [0.28, 0.19, -4.58], [0.79, -0.37, -3.38], [2.97, 0.83, -0.11], [4.29, 1.11, 0.07], [4.66, 2.22, 0.85], [3.68, 3.03, 1.38], [2.33, 2.77, 1.13], [1.92, 1.68, 0.36], [0.08, 1.42, 0.01], [-0.58, 1.78, 1.71], [-1.19, 3.04, 2.03], [-1.33, 3.53, 3.31], [-0.59, 2.89, 4.26], [0.03, 1.65, 4.05], [-0.03, 1.06, 2.82], [0.40, -0.68, 2.74], [-1.09, -1.52, 3.25], [-2.01, -0.87, 4.02], [-2.97, -1.60, 4.70], [-3.04, -3.00, 4.61], [-2.05, -3.65, 3.88], [-1.11, -2.91, 3.20], [1.75, -1.06, 3.77], [2.96, -0.48, 3.37], [4.05, -0.77, 4.17], [3.96, -1.66, 5.26], [2.76, -2.19, 5.62], [1.62, -1.85, 4.92], [-0.54, 2.85, -1.09], [0.29, 3.94, -1.41], [-0.20, 5.00, -2.15], [-1.53, 5.05, -2.46], [-2.36, 3.99, -2.17], [-1.84, 2.85, -1.54], [-2.69, 1.27, -1.34], [-4.45, 1.58, -0.95], [-4.83, 2.24, 0.20], [-6.17, 2.44, 0.48], [-7.16, 1.94, -0.39], [-6.72, 1.23, -1.52], [-5.40, 1.07, -1.79], [-2.78, 0.68, -3.09], [-2.78, 1.48, -4.22], [-3.04, 0.96, -5.49], [-3.28, -0.40, -5.65], [-3.12, -1.22, -4.50], [-2.87, -0.65, -3.25], [7.25, -3.14, -2.39], [6.04, -2.17, -4.17], [3.79, -1.15, -3.80], [4.25, -1.97, 0.42], [6.33, -3.16, -0.06], [2.99, 1.99, -2.52], [2.23, 2.96, -4.63], [0.42, 1.88, -5.91], [-0.52, -0.22, -5.11], [0.25, -1.31, -3.03], [5.06, 0.52, -0.44], [5.75, 2.46, 1.00], [3.92, 3.92, 1.95], [1.60, 3.43, 1.58], [-1.72, 3.51, 1.18], [-1.79, 4.45, 3.56], [-0.51, 3.41, 5.21], [0.47, 1.09, 4.93], [-2.12, 0.21, 4.08], [-3.59, -1.06, 5.38], [-3.80, -3.60, 5.17], [-2.04, -4.71, 3.79], [-0.35, -3.41, 2.60], [2.97, 0.16, 2.43], [5.05, -0.41, 4.04], [4.87, -1.91, 5.85], [2.74, -2.96, 6.38], [0.66, -2.30, 5.17], [1.34, 3.94, -1.24], [0.54, 5.79, -2.38], [-1.96, 5.93, -2.96], [-3.39, 4.08, -2.41], [-4.05, 2.70, 0.81], [-6.37, 3.11, 1.26], [-8.23, 2.04, -0.10], [-7.47, 0.81, -2.15], [-5.11, 0.47, -2.62], [-2.67, 2.53, -4.08], [-3.07, 1.65, -6.37], [-3.49, -0.86, -6.61], [-3.19, -2.32, -4.57], [-2.74, -1.38, -2.42], [1.80, -2.89, 0.74], [2.07, -5.10, 1.18], [2.19, -5.25, -0.70], [0.19, -5.05, 1.04], [2.13, -6.91, 1.63], [1.71, -4.47, 2.91], [3.88, -4.64, 1.29], [-2.34, -4.11, -1.19], [-3.16, -2.90, -0.33], [-2.27, -2.02, 0.23], [-0.93, -2.30, -0.14], [-0.86, -3.43, -0.83], [-4.21, -2.98, -0.13], [-2.47, -1.15, 0.86], [0.10, -3.73, -1.22]]
}